(1)
ORCA calculation (ωB97M-V with the def2-TZVPD basis set) on 9 unconnected molecules or ions with the total composition C22H69N5O9 at a distorted geometry.

The geometry in XYZ format:
```
105
C22H69N5O9 | the OMol25 dataset | ωB97M-V with the def2-TZVPD basis set
O 3.55 -0.96 -5.64
H 5.09 -2.17 -6.21
C 2.53 1.15 1.58
C 4.85 0.18 1.40
H -2.90 1.61 -2.48
H 5.81 -0.97 4.33
H 0.81 -1.86 6.14
O -4.16 -0.42 -1.76
C -1.89 -3.56 2.88
H -0.10 -2.06 -0.42
C -1.68 -2.46 1.75
H 1.89 2.01 1.38
H -1.40 1.78 4.43
H -5.62 -0.80 -0.21
N -0.83 -4.61 2.73
H 1.08 2.44 -5.77
H -0.12 5.29 -1.50
H -0.43 1.84 6.45
H -3.23 2.33 -3.80
H 3.13 0.83 -6.50
H 1.20 1.10 -3.27
H -4.04 -1.25 0.14
C 3.95 1.39 1.03
H -0.50 1.80 1.30
H -2.40 5.15 -0.11
H 1.18 -1.36 7.79
O -1.13 0.09 5.58
H -0.76 -2.83 4.65
N 1.89 1.15 7.27
H -4.45 0.43 0.19
C -2.23 -1.36 -4.00
C 1.17 0.34 6.38
C -1.77 -3.06 4.31
H -0.07 3.71 -1.82
H -1.75 -1.36 -0.66
H -4.00 1.02 -3.43
H -2.16 0.28 3.82
H -2.16 -3.76 5.05
H -1.85 -0.44 -3.57
N -4.31 -0.25 -4.64
C -0.83 1.48 -0.91
H 4.31 2.28 1.55
H 7.05 -0.51 3.19
O -1.55 2.63 -1.29
H -0.57 -4.67 1.76
C -1.30 0.70 4.34
C -4.32 -1.57 -2.51
C -0.93 1.12 0.57
C -4.59 -0.48 -0.39
H -1.72 -2.26 -3.67
O -3.62 1.83 -3.08
H 0.17 1.30 -6.77
H 2.08 -0.49 -7.10
H -2.84 -4.08 2.72
H -4.10 -2.25 -4.51
O 0.36 4.57 -1.91
H -1.99 0.96 0.79
H -5.36 -1.87 -2.60
H 3.38 0.75 -0.73
H -3.15 4.43 1.03
H 5.82 0.24 0.92
H 4.32 -0.71 1.08
H -1.89 -1.23 -5.03
C -3.78 -1.38 -3.95
N 1.94 0.99 -3.95
O 5.08 0.12 2.82
H 1.56 2.10 7.20
H 5.30 -0.54 -6.68
H 2.45 -1.38 6.73
H 0.91 -0.48 -4.86
H 1.30 4.47 -1.73
H -0.69 -2.03 1.85
H 0.01 -4.22 3.14
O -3.03 4.45 0.08
H 4.18 -1.60 -7.59
C 0.54 1.50 -5.77
C -0.27 0.76 6.52
H -2.69 3.60 -0.21
O -1.70 -3.11 0.46
H 4.80 1.40 -0.79
H -1.11 0.63 -1.53
C 6.02 -0.86 3.27
H 2.03 0.28 1.15
H -2.43 -2.20 4.39
H -0.64 0.52 7.52
H -3.87 -2.40 -1.96
C -1.16 -2.27 -0.54
H -0.33 0.22 0.65
H -0.32 1.57 -5.11
C 1.45 0.40 -5.20
H -0.39 0.56 3.75
H -2.34 -1.60 1.83
H 1.50 0.59 5.36
H 2.56 0.93 2.64
H -5.26 -0.57 -4.75
N 3.89 1.56 -0.40
H -4.07 -0.35 -5.62
H 2.56 0.28 -3.57
H 0.21 1.80 -0.97
H -1.21 -2.90 -1.42
C 2.58 -0.07 -6.23
C 4.54 -1.32 -6.60
C 1.39 -1.15 6.74
H 5.89 -1.86 2.85
H 1.66 1.01 8.24
```

Charge: +2
Frontier orbital gap (eV): 5.00
HOMO (Eh): -0.448

---

(2)
ORCA calculation (ωB97M-V with the def2-TZVPD basis set) on a molecular structure, C45H31N4Tm at a distorted geometry.

The geometry in XYZ format:
```
81
C45H31N4Tm | the OMol25 dataset | ωB97M-V with the def2-TZVPD basis set
C -2.52 0.42 -1.79
C -2.94 1.32 -2.85
C -0.68 -2.83 5.39
H 4.68 -1.66 -1.73
C 0.71 1.96 -2.79
H 8.47 -2.47 0.11
C -0.04 4.20 -3.52
C 0.46 2.72 1.25
C 2.12 4.45 -5.31
C 0.22 5.43 -4.17
H 6.96 -2.47 -1.87
C -0.78 -1.51 3.13
H 3.69 -2.71 2.56
H -5.09 -1.25 1.28
H 1.62 6.52 -5.49
H -2.59 -0.13 4.57
C -2.10 -0.78 6.60
C 3.33 -0.78 0.45
H -0.36 6.31 -3.90
C 3.22 1.78 -2.21
N 1.13 -0.78 1.60
N -1.14 0.58 -1.64
C 3.94 1.04 -1.31
H -1.58 -1.70 8.47
C 6.60 -2.10 -0.90
H -6.43 -0.70 -4.62
H -5.19 -2.49 -0.19
C -1.90 -1.12 2.29
H 0.16 3.77 1.42
C 1.65 -2.45 3.14
H -7.39 -3.16 -1.25
C 1.81 1.35 -2.10
C -6.19 -1.08 -3.63
C -7.09 -1.91 -2.95
C -1.49 -1.74 7.38
C -6.70 -2.40 -1.73
H -0.90 4.18 -2.89
C 1.96 3.29 -4.55
C 0.59 -1.58 2.60
H 2.90 4.59 -6.05
H 3.64 2.53 -2.90
C 2.42 -1.23 1.43
C -3.05 -0.71 0.38
C 3.00 0.17 -0.59
N -1.81 -0.58 0.99
C 4.72 -1.28 0.41
C -4.62 -1.05 -1.68
H 2.61 2.45 -4.74
C -3.26 -1.44 2.53
H 7.51 -1.80 2.34
C -5.50 -2.01 -1.09
C -2.00 -0.82 5.18
H -8.03 -2.31 -3.42
C 2.75 -2.26 2.38
C 0.86 3.11 -3.67
H -4.27 -0.34 -3.74
C -0.66 1.47 -2.57
C -4.02 -1.19 1.39
H -1.69 2.67 -4.22
C 5.56 -1.19 1.56
C -3.40 -0.47 -1.03
C 7.38 -2.12 0.22
C -0.82 -2.79 6.77
H -0.10 -3.62 5.00
H 1.52 -3.06 4.07
C -4.98 -0.78 -3.05
H 1.56 2.69 1.15
C 5.27 -1.69 -0.83
N 1.70 0.46 -1.04
H 5.13 -0.74 2.49
H 5.03 0.93 -1.23
C -1.14 -1.74 4.55
H -3.69 -1.80 3.45
Tm -0.11 0.64 0.26
H 0.06 2.11 2.11
C 1.28 5.54 -5.06
H -3.97 1.46 -3.16
C 6.86 -1.71 1.46
H -2.63 0.06 7.04
H -0.42 -3.63 7.40
C -1.78 1.96 -3.34
```

Expectation value of S²: 2.052
Spin multiplicity: 3
Frontier orbital gap (spin up / spin down) (eV): 5.02 / 4.91
HOMO (spin up / spin down) (Eh): -0.244 / -0.242

---

(3)
ORCA calculation (ωB97M-V with the def2-TZVPD basis set) on a molecular structure, C5H13N3 at a distorted geometry.

The geometry in XYZ format:
```
21
C5H13N3 | the OMol25 dataset | ωB97M-V with the def2-TZVPD basis set
H 1.68 1.54 -1.27
H -1.48 -0.34 1.96
H 2.39 -2.50 -0.60
H -0.86 1.93 1.24
C 1.35 -0.43 0.93
H -2.39 1.91 0.32
N -1.07 0.27 -0.02
C 0.59 -0.01 -0.26
H 1.86 -0.75 -1.64
N 1.69 -1.93 -1.08
C 1.17 0.59 -1.42
H 0.89 -0.48 1.91
C -1.75 -0.64 0.95
H -2.83 -0.58 0.82
N 0.82 -1.44 -0.05
H -1.38 -1.64 0.75
H -1.44 0.07 -0.95
H -0.84 2.29 -0.50
H 2.41 -0.21 0.92
C -1.31 1.70 0.28
H 0.53 0.64 -2.30
```

Frontier orbital gap (eV): 7.02
HOMO (Eh): -0.238

---

no.,electronic energy (Eh)
1,-1829.67144
2,-3037.57333
3,-362.36671